1.
DFT (ωB97M-V with the def2-TZVPD basis set) results for a cluster of 2 separate species, C3H7N2 in total in a non-equilibrium geometry.

Structure (ORCA input):
```
! wB97M-V def2-TZVPD RIJCOSX def2/J DEFGRID3
* xyz 1 1
C -1.243 -0.094 0.182
N 0.978 -1.013 -0.326
H -3.515 -0.190 -0.029
H 0.596 -1.818 0.105
H 0.739 -1.061 -1.278
H 0.047 2.189 -0.555
H 1.514 1.710 -0.226
C 0.133 0.229 0.234
H 1.909 -0.884 0.024
N 0.538 1.450 -0.116
H 0.759 -0.392 2.061
C -2.457 -0.126 -0.075
*
```

Output
* HOMO level (spin up / spin down): -13.18 / -13.83 eV
* relative energy (zero: lowest compared OMol25 entry of this formula, charge and spin): 5.495 eV
* gap between HOMO and LUMO (spin up / spin down): 8.2 / 8.8 eV
* LUMO energy (spin up / spin down): -4.950 / -5.062 eV
* molecular weight: 71.10 g/mol

These are the Mulliken partial charges, in e, on atoms 1 to 8:
1. C -0.24
2. N -0.31
3. H 0.45
4. H 0.37
5. H 0.32
6. H 0.23
7. H 0.24
8. C -0.31

2.
DFT (ωB97M-V with the def2-TZVPD basis set) results for the molecule CH5NO in a non-equilibrium geometry.

Structure (ORCA input):
```
! wB97M-V def2-TZVPD RIJCOSX def2/J DEFGRID3
* xyz 0 1
H -0.881 -0.967 1.054
H -0.948 0.055 -1.454
C 0.621 0.028 -0.106
H -0.995 0.585 1.069
O -0.016 -0.131 -1.508
H 1.034 1.201 -0.118
N -0.303 -0.137 1.055
H 1.487 -0.634 0.008
*
```

Output
* HOMO level: -10.11 eV
* relative energy (zero: lowest compared OMol25 entry of this formula, charge and spin): 0.690 eV
* structure (SMILES): NCO
* gap between HOMO and LUMO: 11.1 eV
* LUMO energy: 0.999 eV
* molecular weight: 47.06 g/mol

Per-atom Mulliken charges, elementary charge units:
1. H 0.24
2. H 0.27
3. C -0.11
4. H 0.23
5. O -0.54
6. H 0.21
7. N -0.57
8. H 0.26